Molecular formula: C8H18BN2O3P
Method: DFT, wB97M-V/def2-TZVPD

Each line ends with the Mulliken charge.
Geometry (Å):
C: 2.56226 -2.46972 -0.11667  -0.908
C: 2.11802 -1.42764 1.05721  -0.444
P: 1.61376 0.17482 0.18569  -0.039
C: 2.83151 1.58826 0.50176  -0.543
C: 3.42923 1.99653 -0.95709  -0.983
C: -0.17974 0.66724 0.53786  -0.114
N: -0.52863 1.53968 -0.64857  -0.301
C: -1.67104 0.97154 -1.38350  0.110
O: -1.98891 1.03424 -2.58025  -0.546
C: -2.47229 0.21475 -0.19977  0.228
B: -3.83726 -0.59456 -0.56543  0.429
N: -5.10098 -0.17618 0.17093  -0.757
O: -3.92568 -1.63776 -1.55619  -0.563
C: -1.23194 -0.55870 0.45702  -0.510
O: -1.43973 -1.38099 1.61220  -0.521
H: 3.01354 -1.81184 -0.94749  0.247
H: 3.30887 -3.23188 0.28003  0.329
H: 1.62643 -2.95303 -0.57028  0.232
H: 3.05005 -1.31106 1.72182  0.390
H: 1.30553 -1.90650 1.69367  0.270
H: 2.35391 2.54550 0.90637  0.319
H: 3.70402 1.29168 1.18634  0.352
H: 4.24859 2.78001 -0.88786  0.333
H: 2.51860 2.39575 -1.53952  0.262
H: 3.76694 1.06994 -1.54405  0.284
H: -0.43899 1.21649 1.51397  0.429
H: -0.66676 2.53694 -0.43872  0.291
H: -2.64647 1.08979 0.53456  0.146
H: -5.31164 0.75811 -0.24303  0.294
H: -4.80744 0.06871 1.13890  0.314
H: -3.23961 -2.31203 -1.37823  0.318
H: -0.82399 -1.22463 -0.37575  0.268
H: -1.14016 -0.94347 2.43406  0.382

Force components x, y, z for each atom (eV/Å):
C -0.5218 1.1482 -0.0790
C 0.9426 -1.1191 0.5320
P -0.0095 -0.6217 -0.9178
C 1.0252 0.9440 -0.2437
C -1.2010 -0.4410 -0.0137
C -1.0962 0.3691 1.1014
N -0.5860 -0.3503 -0.6078
C -1.3282 -0.6055 -0.3428
O 1.4750 0.3873 3.9837
C 1.0452 0.0495 0.3491
B -0.5959 -0.7796 -0.4162
N 1.4004 0.6477 -0.6323
O 0.5723 1.1732 2.3785
C 0.8309 0.6280 -1.9551
O 0.2731 1.1761 -0.3222
H -0.4179 -1.3166 1.1894
H -1.0950 0.9077 -0.6292
H 1.4564 0.4994 0.7072
H -1.4718 0.1501 -0.8091
H 0.9205 0.7799 -0.7731
H 0.5121 -1.4584 -0.2486
H -1.4343 0.2984 -0.8028
H -1.0359 -1.0118 -0.0646
H 1.5711 -0.3976 0.7052
H -0.2668 1.3824 1.0160
H 0.5489 -0.5716 -1.1822
H 0.2687 -0.6943 -0.2735
H -0.2554 -1.2811 -1.0099
H -0.2739 -0.7405 0.3830
H -0.2680 -0.1243 -0.8260
H -0.2303 0.6464 -0.5853
H -0.5091 0.3881 1.1543
H -0.2457 -0.0622 -0.7648

As for the SMILES: CCP(CC)[C@H]1NC(=O)[C@@H](B(N)O)[C@@H]1O. For the HOMO-LUMO gap, the calculation gives 8.35 eV. The highest occupied orbital energy comes out at -8.06 eV. Its charge is 0. The calculation puts the lowest unoccupied orbital energy at 0.29 eV.



Molecular formula: C3H11N3
Method: DFT, wB97M-V/def2-TZVPD

Each line ends with the Mulliken charge.
Geometry (Å):
C: 0.87044 1.25220 0.22770  -0.683
C: 0.67497 -0.49856 0.99282  -0.644
N: 0.52605 1.31565 -1.10532  -0.601
N: 1.07538 -1.50615 0.05179  -0.521
H: -0.51812 0.85611 -1.26627  0.383
H: 1.90826 -1.22757 -0.45578  0.234
H: 0.36250 -1.66819 -0.65073  0.220
H: 1.20114 0.84086 -1.69529  0.252
H: 1.93316 1.40162 0.41873  0.400
H: 0.24832 1.87753 0.86388  0.285
H: -0.15096 -0.85129 1.60639  0.362
H: 1.46900 -0.35455 1.72512  0.352
C: -1.91544 -0.15598 0.25408  -0.480
N: -1.74015 -0.02823 -1.01675  -0.508
H: -1.81001 -0.89892 -1.53908  0.232
H: -2.16864 -1.09922 0.73506  0.364
H: -1.96589 0.74469 0.85365  0.353

Force components x, y, z for each atom (eV/Å):
C -0.7580 -2.6843 2.0350
C 1.7577 2.2257 -0.3165
N -2.1461 -0.7773 -1.5420
N -0.1393 -0.2099 -0.1761
H 2.9058 1.5595 0.1024
H -0.0269 -0.0219 0.0998
H -0.0108 0.0571 0.0036
H -0.0844 0.0681 0.0099
H -0.1061 0.0809 0.0361
H 0.1225 0.1928 0.0205
H -0.3306 0.3723 -0.3284
H 0.1552 -0.2628 0.0724
C -0.7733 -0.0010 -1.7562
N -0.9603 -0.4686 1.4284
H 0.0370 -0.1500 0.2081
H 0.0649 0.0004 -0.0123
H 0.2927 0.0188 0.1151

For the HOMO-LUMO gap, the calculation gives 8.35 eV. The highest occupied orbital energy comes out at -7.50 eV. Its charge is 0. The value obtained for the relative energy (zero: lowest compared OMol25 entry of this formula, charge and spin) is 77.2 kcal/mol. The calculation puts the lowest unoccupied orbital energy at 0.84 eV.



Q: Which value of charge does entry 1 give?
A: 0